This record from the Open Molecules 2025 dataset describes the molecule C3H4N2O3 at a distorted geometry. The level of theory is ωB97M-V/def2-TZVPD.

Last column: natural (NBO) charge in e.
Atoms and positions in Å:
1 O 1.323237 2.161110 -0.112144  -0.489
2 C 0.332156 1.511719 -0.300325  0.388
3 C -0.221296 0.723493 0.746409  0.212
4 O -1.375481 0.000169 0.508109  -0.383
5 N -1.528716 -0.996376 -0.370932  -0.139
6 C -0.396391 -1.532611 -0.560083  0.155
7 N 0.805658 -0.936472 -0.034252  -0.373
8 O 0.829358 -0.178049 1.165793  -0.323
9 H -0.397953 1.737263 -1.217409  0.121
10 H -0.655263 1.546809 1.425299  0.240
11 H -0.209694 -2.469459 -1.213500  0.215
12 H 1.494384 -1.567596 -0.036964  0.376

Forces on atoms 1 to 2 (eV/Å):
O 0.2 -0.3 -0.4
C -0.7 3.3 -3.7

The value obtained for the largest force on an atom is 4.96 eV Å⁻¹. As for the HOMO-LUMO gap: 9.795 eV. The value obtained for the total energy is -451.7412 Ha. Its SMILES is O=C[C@H]1ON=CNO1. For the energy above the lowest of the compared OMol25 structures with the same formula, charge and spin, the calculation gives 6.493 eV.


This record from the Open Molecules 2025 dataset describes a cluster of 2 separate species, C5H14 in total at a distorted geometry. The level of theory is ωB97M-V/def2-TZVPD.

Last column: natural (NBO) charge in e.
Atoms and positions in Å:
1 C 0.066596 -2.548636 1.237173  -0.605
2 C 0.382512 -1.333995 2.104094  -0.396
3 C -0.482954 -0.151889 1.658590  -0.602
4 H 0.403487 -2.302780 0.223026  0.199
5 H -1.005525 -2.744773 1.146338  0.202
6 H 0.585876 -3.455829 1.547345  0.209
7 H 0.136103 -1.453129 3.159508  0.195
8 H 1.432676 -1.105471 1.979307  0.196
9 H -0.412502 -0.023841 0.574939  0.195
10 H -1.536015 -0.309598 1.901337  0.200
11 H -0.220016 0.792580 2.148290  0.207
12 C -0.696664 1.978406 -2.298219  -0.617
13 C 0.798734 1.901482 -2.443563  -0.616
14 H -1.102263 2.999724 -2.211599  0.204
15 H -1.284705 1.664070 -3.163650  0.207
16 H -1.035693 1.505163 -1.390384  0.205
17 H 1.133847 2.133513 -3.465279  0.203
18 H 1.293309 2.682328 -1.884119  0.207
19 H 1.243962 0.924790 -2.256302  0.207

Forces on atoms 1 to 2 (eV/Å):
C 0.1 0.1 -0.3
C -1.0 0.3 -0.1

The value obtained for the largest force on an atom is 1.53 eV Å⁻¹. As for the HOMO-LUMO gap: 12.575 eV. The value obtained for the total energy is -198.8789 Ha. Its SMILES is CCC.CC. For the energy above the lowest of the compared OMol25 structures with the same formula, charge and spin, the calculation gives 0.279 eV.


This record from the Open Molecules 2025 dataset describes a structure of composition C3H8ClCrO3S at a distorted geometry. The level of theory is ωB97M-V/def2-TZVPD.

Last column: natural (NBO) charge in e.
Atoms and positions in Å:
1 Cr 0.179066 2.106479 2.691520  1.410
2 Cl 0.744266 3.344909 0.129810  -0.468
3 O -2.666984 -0.901541 1.162260  -0.815
4 S -1.471164 -0.293411 0.576390  2.316
5 O -0.657244 0.624089 1.339790  -1.089
6 O -0.393074 -1.494391 0.151810  -0.673
7 C 0.795306 -1.137881 -0.561540  -0.099
8 C 1.929076 -0.799401 0.447100  -0.633
9 C -1.738004 0.543709 -1.101260  -0.820
10 H 0.682606 -0.245811 -1.177660  0.182
11 H 1.221396 -1.776571 -1.335240  0.233
12 H 2.536736 -1.704281 0.440030  0.235
13 H 1.585676 -0.452141 1.421570  0.190
14 H 2.513016 0.038419 0.066100  0.227
15 H -1.728114 -0.162131 -1.931800  0.271
16 H -0.867634 1.199169 -1.131920  0.259
17 H -2.664924 1.110789 -1.186960  0.275

Forces on atoms 1 to 2 (eV/Å):
Cr -0.2 0.0 -3.1
Cl -0.4 -0.9 2.0

As for the spin multiplicity: 5. The value obtained for the largest force on an atom is 4.45 eV Å⁻¹. Its total charge is +1. As for the HOMO-LUMO gap (alpha / beta): 6.469 / 8.477 eV. The value obtained for the total energy is -2247.2911 Ha. For the energy above the lowest of the compared OMol25 structures with the same formula, charge and spin, the calculation gives 0.000 eV.


This record from the Open Molecules 2025 dataset describes a structure of composition C13H25N4O2P2Tl at a distorted geometry. The level of theory is ωB97M-V/def2-TZVPD.

Last column: natural (NBO) charge in e.
Atoms and positions in Å:
1 C 3.467511 1.125170 -2.430449  -0.288
2 C 2.542164 0.439190 -1.594482  0.194
3 N 1.208587 0.761969 -1.680379  -0.601
4 C 0.773062 1.529501 -2.667062  0.217
5 C 1.637464 2.092719 -3.621864  -0.374
6 C 3.013056 1.902486 -3.472771  -0.158
7 C 2.910148 -0.672804 -0.800345  -0.829
8 P 1.770914 -1.459028 0.351403  0.840
9 Tl -0.302225 -0.260705 1.545378  0.630
10 P -1.627625 1.451499 -1.261371  1.346
11 C -0.746489 1.738389 -2.813890  -0.757
12 O 4.745882 1.270379 1.138078  -0.953
13 O 2.980008 0.512097 3.639205  -0.955
14 H 4.527095 0.912155 -2.265963  0.218
15 H 1.230029 2.614797 -4.478467  0.207
16 H 3.721453 2.274255 -4.211010  0.217
17 C 1.293089 -2.715133 -0.898560  -0.927
18 C 2.729657 -2.342983 1.634896  -0.953
19 H -0.970815 2.758460 -3.148373  0.262
20 H -1.162823 1.039593 -3.552012  0.268
21 H 4.002659 0.724544 0.850980  0.482
22 H 3.981252 -0.940639 -0.803357  0.231
23 C -3.398411 1.477389 -1.545703  -0.975
24 C -1.112010 2.697229 -0.057781  -0.974
25 H 0.258786 1.096033 2.776772  -0.014
26 H 2.791229 1.361191 4.083518  0.469
27 H 3.557368 0.828003 2.933502  0.486
28 H 4.429815 2.134333 0.793437  0.469
29 H -1.259920 0.175004 -0.780972  0.041
30 H 0.359291 1.796435 2.344284  -0.023
31 H 2.199491 -3.281131 -1.188989  0.235
32 H 0.515019 -3.360411 -0.469850  0.219
33 H 0.915290 -2.163665 -1.775498  0.241
34 H 3.705365 -2.669692 1.247255  0.241
35 H 2.894310 -1.695045 2.510216  0.260
36 H 2.135687 -3.215203 1.951672  0.241
37 H -1.739561 3.551433 -0.357511  0.253
38 H -1.295132 2.505450 1.018965  0.285
39 H -0.048275 2.952501 -0.189017  0.291
40 H -3.765552 2.496984 -1.738330  0.264
41 H -3.682711 0.843754 -2.396759  0.278
42 H -3.882197 1.091968 -0.638737  0.285
43 N -2.131609 -1.672410 1.458976  -0.760
44 C -3.245849 -1.859076 1.778273  0.605
45 N -4.502051 -2.015846 1.895288  -0.687
46 C -5.123738 -2.696300 2.806443  0.431
47 N -5.833138 -3.269829 3.570340  -0.474

Forces on atoms 1 to 2 (eV/Å):
C 0.4 0.2 -0.5
C -0.2 -1.3 0.6

The value obtained for the largest force on an atom is 4.44 eV Å⁻¹. As for the HOMO-LUMO gap: 5.764 eV. The value obtained for the total energy is -1734.8464 Ha. For the energy above the lowest of the compared OMol25 structures with the same formula, charge and spin, the calculation gives 1.662 eV.


This record from the Open Molecules 2025 dataset describes the molecule C5H4O2 at a distorted geometry. The level of theory is ωB97M-V/def2-TZVPD.

Last column: natural (NBO) charge in e.
Atoms and positions in Å:
1 O 1.558949 1.437970 1.183606  -0.412
2 C 1.313385 0.453477 0.618648  0.750
3 C 1.203263 -0.750923 0.073835  -0.587
4 C -0.098799 -1.206623 -0.366130  -0.135
5 C -1.081075 -0.300834 -0.463879  -0.343
6 C -0.881728 1.143478 -0.133709  0.372
7 O -0.418508 2.056398 -0.781093  -0.486
8 H 2.128874 -1.307080 0.024461  0.276
9 H -0.257578 -2.272306 -0.537548  0.228
10 H -2.132030 -0.573475 -0.477000  0.229
11 H -1.334748 1.319923 0.858810  0.109

Forces on atoms 1 to 2 (eV/Å):
O -0.3 -0.7 -0.5
C 1.7 0.2 1.0

The value obtained for the largest force on an atom is 2.03 eV Å⁻¹. As for the HOMO-LUMO gap: 8.611 eV. The value obtained for the total energy is -343.3157 Ha. Its SMILES is O=C=C/C=C\C=O. For the energy above the lowest of the compared OMol25 structures with the same formula, charge and spin, the calculation gives 2.086 eV.


This record from the Open Molecules 2025 dataset describes a cluster of 2 separate species, C3H9N2O2 in total at a distorted geometry. The level of theory is ωB97M-V/def2-TZVPD.

Last column: natural (NBO) charge in e.
Atoms and positions in Å:
1 C 2.334264 -0.595966 -0.059189  0.337
2 C -2.805724 -0.058769 0.737849  -0.740
3 C -1.867214 -0.446767 -0.398460  0.462
4 N 3.108155 -0.577316 1.040756  -0.737
5 N 1.690285 0.476954 -0.417324  -0.178
6 O -0.886856 0.189438 -0.698204  -0.604
7 O 1.842149 1.528183 0.379879  -0.558
8 H -3.349344 0.844722 0.495406  0.264
9 H -3.543646 -0.824814 0.911873  0.244
10 H -2.255710 0.359498 1.545781  0.243
11 H 2.548804 -1.386487 -0.906527  0.266
12 H 3.575028 -1.398350 1.521059  0.457
13 H 2.796999 0.161138 1.669947  0.430
14 H -2.092996 -1.261461 -1.137754  0.134
15 H 1.447392 0.830628 -1.353071  0.451
16 H 1.156079 2.183698 0.504306  0.530

Forces on atoms 1 to 2 (eV/Å):
C 2.8 -1.5 -2.1
C 0.2 -0.1 -1.5

The value obtained for the largest force on an atom is 3.80 eV Å⁻¹. Its total charge is +1. As for the HOMO-LUMO gap: 9.763 eV. The value obtained for the total energy is -379.3567 Ha. For the energy above the lowest of the compared OMol25 structures with the same formula, charge and spin, the calculation gives 4.029 eV.


This record from the Open Molecules 2025 dataset describes a cluster of 2 separate species, C5H10N2 in total at a distorted geometry. The level of theory is ωB97M-V/def2-TZVPD.

Last column: natural (NBO) charge in e.
Atoms and positions in Å:
1 C 1.322503 2.590040 -1.501287  -0.665
2 C 0.833019 1.716542 -0.524978  0.029
3 C 0.272553 0.534519 -0.147229  -0.171
4 C 1.445718 0.999640 0.646047  -0.453
5 H 1.125297 2.097649 -2.485967  0.234
6 H 2.392291 2.751441 -1.360738  0.230
7 H 0.835009 3.627641 -1.535123  0.232
8 H -0.448461 -0.190336 0.015408  0.228
9 H 1.330782 1.438185 1.719364  0.155
10 H 2.426357 0.372217 0.650813  0.159
11 C -2.178741 -1.431122 0.837424  -0.148
12 N -1.033586 -1.866740 0.925544  -0.219
13 N -0.884264 -3.034015 0.263823  -0.620
14 H -2.466330 -0.391212 0.969170  0.182
15 H -3.087564 -2.081360 0.730768  0.135
16 H -0.145062 -3.516354 0.660309  0.358
17 H -1.739521 -3.616735 0.136653  0.332

Forces on atoms 1 to 2 (eV/Å):
C -0.3 2.7 -3.0
C -1.0 -5.6 3.0

The value obtained for the largest force on an atom is 6.44 eV Å⁻¹. As for the HOMO-LUMO gap: 9.310 eV. The value obtained for the total energy is -305.8201 Ha. Its SMILES is CC1=CC1.C=NN. For the energy above the lowest of the compared OMol25 structures with the same formula, charge and spin, the calculation gives 5.545 eV.